The following is a quantum chemistry calculation of C33H48AsIN7O5SeSi3Ti as an isolated structure, from the Open Molecules 2025 dataset.

Structure (ORCA input):
```
! wB97M-V def2-TZVPD RIJCOSX def2/J DEFGRID3
* xyz 1 1
Ti 0.4703 0.1011 -1.1501
O -4.5189 1.0832 -4.7902
C -3.4899 0.8417 -3.9711
C -3.2752 -0.4004 -3.3617
C -2.1865 -0.5166 -2.5296
N -1.3585 0.4879 -2.3034
C -1.5372 1.6562 -2.9005
C -2.5967 1.8936 -3.7410
C -0.4005 2.5889 -2.5929
O -0.3147 3.6873 -3.0798
O 0.4842 2.0206 -1.8000
C -1.7303 -1.7351 -1.7818
O -2.2281 -2.8252 -1.8983
O -0.7189 -1.4322 -0.9878
H -5.0702 0.2979 -4.9048
H -3.9215 -1.2530 -3.5288
H -2.7229 2.8549 -4.2191
C 3.3375 1.2994 -1.8539
N 2.5924 1.0078 -0.6083
C 2.5541 2.2481 0.1858
C 3.3725 0.0115 0.1533
C 3.1166 -1.3386 -0.4222
C 4.0891 -2.3328 -0.3765
C 3.8132 -3.5998 -0.8574
C 2.5378 -3.8757 -1.3348
C 1.5722 -2.8795 -1.3599
C 1.8474 -1.5663 -0.9529
H 4.3115 1.7245 -1.5937
H 2.7839 2.0177 -2.4497
H 3.4910 0.3822 -2.4172
H 3.5739 2.5989 0.3775
H 2.0737 2.0460 1.1394
H 2.0068 3.0116 -0.3543
H 3.0402 0.0383 1.1924
H 4.4348 0.2793 0.1414
H 5.0656 -2.1078 0.0379
H 4.5713 -4.3717 -0.8407
H 2.2889 -4.8734 -1.6750
H 0.5716 -3.1572 -1.6774
Se 3.9805 -4.5648 2.6677
N 3.0096 -5.7908 1.8347
C 1.8644 -5.2122 1.5423
C 0.7746 -5.8364 0.8576
C -0.3259 -5.0866 0.6367
C -0.3749 -3.7239 1.0973
N 0.5734 -3.1028 1.7237
C 1.7149 -3.8320 1.9537
N 2.7450 -3.3040 2.5828
H 0.8574 -6.8690 0.5454
H -1.1888 -5.4838 0.1195
H -1.2820 -3.1590 0.9138
C -0.5915 4.4686 0.0332
Si -0.5476 3.4702 1.6010
C 1.0120 3.8932 2.5636
C -2.0294 4.0306 2.5894
As -0.6661 1.0842 1.2190
Si -0.1292 0.2236 3.4083
C -0.6228 1.5144 4.6675
C -1.1125 -1.3235 3.7648
C 1.7002 -0.0937 3.4893
Si -3.0400 0.7508 1.1964
C -3.7047 1.8903 -0.1431
C -3.8227 1.1194 2.8510
C -3.5158 -1.0290 0.8655
H -0.5901 5.5182 0.3455
H -1.5104 4.3097 -0.5336
H 0.2463 4.3238 -0.6411
H 0.7637 4.6608 3.3009
H 1.7736 4.3104 1.9032
H 1.4539 3.0555 3.1027
H -1.9176 5.1097 2.7310
H -2.1032 3.5737 3.5737
H -2.9650 3.8704 2.0504
H -1.7020 1.6696 4.6745
H -0.1346 2.4802 4.5448
H -0.3443 1.1263 5.6519
H -1.8529 -1.5523 2.9991
H -1.6347 -1.2102 4.7178
H -0.4406 -2.1768 3.8276
H 2.2939 0.7844 3.2254
H 1.9743 -0.9390 2.8550
H 1.9607 -0.3708 4.5152
H -4.5686 2.4487 0.2240
H -4.0319 1.3130 -1.0111
H -2.9654 2.6153 -0.4848
H -3.7400 2.1482 3.1879
H -3.4255 0.4613 3.6259
H -4.8872 0.8855 2.7464
H -2.7891 -1.6146 0.3140
H -4.4549 -1.0401 0.3045
H -3.7043 -1.5458 1.8081
I 1.5515 0.8431 -7.4193
C 1.3801 -0.0013 -5.5532
C 1.4652 -1.3358 -5.2176
N 1.2930 -1.4130 -3.8933
N 1.1096 -0.2068 -3.3312
C 1.1626 0.6610 -4.3440
H 1.6431 -2.2117 -5.8181
H 1.4126 -2.2193 -3.2868
H 1.0697 1.7214 -4.1891
*
```

The following is a quantum chemistry calculation of C46H36N5O12S3W as an isolated structure, from the Open Molecules 2025 dataset.

Structure (ORCA input):
```
! wB97M-V def2-TZVPD RIJCOSX def2/J DEFGRID3
* xyz -1 1
W -0.1525 -0.7422 -0.3524
O 0.9289 0.8585 -0.2606
C 1.1824 1.9432 0.4457
C 2.3869 2.6145 0.2307
C 2.6429 3.7818 0.9230
C 1.7191 4.2994 1.8346
C 0.5383 3.6211 2.0549
C 0.2629 2.4346 1.3700
C -0.9420 1.6997 1.6473
N -1.2534 0.5584 1.1615
N -2.4288 0.0366 1.6810
C -2.5104 -1.1917 1.3301
O -1.5581 -1.7589 0.6217
C -3.6524 -2.0441 1.7030
C -3.6731 -3.3743 1.2987
C -4.7570 -4.1758 1.6214
C -5.8184 -3.6519 2.3455
C -5.7970 -2.3218 2.7475
C -4.7170 -1.5174 2.4271
H 3.0836 2.1852 -0.4775
H 3.5769 4.3032 0.7542
H 1.9312 5.2170 2.3662
H -0.1903 3.9971 2.7641
H -1.6459 2.1167 2.3623
H -2.8453 -3.7662 0.7225
H -4.7740 -5.2088 1.2989
H -6.6666 -4.2782 2.5928
H -6.6289 -1.9103 3.3051
H -4.6884 -0.4765 2.7187
O -2.7539 2.0456 -2.6319
S -1.6112 1.1812 -2.6881
O -1.5879 0.1715 -3.7013
O -1.3560 0.6555 -1.2785
C -0.1895 2.2472 -2.9316
C -0.4848 3.6015 -3.0482
C 0.5173 4.5356 -3.2490
C 1.8363 4.1196 -3.3278
C 2.1399 2.7753 -3.1978
C 1.1419 1.8274 -3.0001
S 1.7921 0.1501 -2.9156
O 1.8335 -0.3503 -4.2519
O 3.0348 0.2680 -2.2085
O 0.7599 -0.6457 -2.1280
H -1.5194 3.9038 -2.9769
H 0.2613 5.5834 -3.3395
H 2.6340 4.8352 -3.4812
H 3.1672 2.4397 -3.2356
S 1.2966 -5.2880 -0.3153
C 0.8611 -3.7568 -0.3811
N 0.5396 -2.6296 -0.4044
O -3.5083 -1.0450 -1.1508
C -2.8067 -1.7633 -1.8332
N -3.3057 -2.6520 -2.7508
C -2.2711 -3.3149 -3.4992
C -1.0119 -2.7359 -2.7991
O 0.1018 -3.0624 -3.1237
N -1.4133 -1.8718 -1.8055
C -2.3827 -4.8328 -3.3209
C -3.6324 -5.4155 -3.5238
C -3.8158 -6.7797 -3.3806
C -2.7441 -7.5908 -3.0252
C -1.4991 -7.0195 -2.8242
C -1.3137 -5.6499 -2.9779
C -2.2335 -2.9448 -4.9785
C -2.9695 -1.8806 -5.4809
C -2.9070 -1.5591 -6.8309
C -2.0967 -2.2874 -7.6857
C -1.3413 -3.3393 -7.1826
C -1.4123 -3.6679 -5.8393
H -4.2403 -2.5035 -3.0874
H -4.4771 -4.7942 -3.7983
H -4.7964 -7.2106 -3.5421
H -2.8840 -8.6578 -2.9036
H -0.6566 -7.6357 -2.5359
H -0.3364 -5.2179 -2.8188
H -3.5570 -1.2647 -4.8143
H -3.4803 -0.7200 -7.2048
H -2.0413 -2.0303 -8.7362
H -0.6888 -3.9025 -7.8379
H -0.8152 -4.4815 -5.4501
C 5.0990 -3.4430 5.7645
C 4.3016 -2.8531 4.6330
C 4.6182 -3.1235 3.3130
C 3.8913 -2.6003 2.2458
C 4.3442 -2.9530 0.8528
C 2.7797 -1.7924 2.5354
C 2.4469 -1.4913 3.8690
C 1.2997 -0.5858 4.2467
C 3.2191 -2.0219 4.8915
C 1.9517 -1.2509 1.4208
O 2.4211 -1.1032 0.2925
O 0.6837 -1.0228 1.5937
H 6.0036 -3.9283 5.3994
H 4.5116 -4.1888 6.3041
H 5.3889 -2.6737 6.4821
H 5.4675 -3.7615 3.0941
H 5.1903 -3.6379 0.9093
H 4.6280 -2.0714 0.2832
H 3.5470 -3.4406 0.2916
H 1.3281 0.3529 3.6912
H 1.3449 -0.3597 5.3120
H 0.3391 -1.0495 4.0259
H 2.9670 -1.7790 5.9188
*
```

The following is a quantum chemistry calculation of C4H6N2O as an isolated structure, from the Open Molecules 2025 dataset.

Structure (ORCA input):
```
! wB97M-V def2-TZVPD RIJCOSX def2/J DEFGRID3
* xyz 0 1
N 1.6705 -0.9607 -1.3080
C 1.1641 -0.1361 -0.5269
O 1.6913 0.7658 0.3825
C 0.3434 1.1924 0.7601
C -0.2359 0.1195 -0.0899
C -1.6355 -0.2320 -0.3523
N -0.9474 -0.7733 0.8114
H 2.6863 -0.9361 -1.2619
H -0.0530 0.8654 1.7281
H 0.2893 2.2243 0.4275
H -1.9189 -0.9128 -1.1440
H -2.3933 0.5183 -0.1318
H -0.6610 -1.7346 0.7054
*
```

The following is a quantum chemistry calculation of an isolated ion of composition C11H23N2S and charge +1, from the Open Molecules 2025 dataset.

Structure (ORCA input):
```
! wB97M-V def2-TZVPD RIJCOSX def2/J DEFGRID3
* xyz 1 1
C -0.8113 -1.6967 2.4766
C -1.8551 -1.8947 0.1974
C 0.2717 -0.9375 1.9565
C -0.5039 -1.5487 -0.3940
C 0.6081 1.9002 -1.0166
C 1.1514 0.3366 -0.1915
C -0.8000 2.3163 -0.9507
C 2.2907 -0.4457 -0.7807
C 1.6604 4.0258 -2.3018
C -2.4830 -3.2624 2.2073
C 1.4903 2.4365 -2.1179
N -1.4405 -2.5659 1.4240
N 0.0733 -0.4310 0.4736
S 1.4243 1.9226 0.6699
H -0.4568 -2.4857 3.1419
H -1.5081 -1.0392 3.0110
H -2.5178 -1.0201 0.3034
H -2.4581 -2.5537 -0.3440
H 0.4647 0.0337 2.5445
H 1.2056 -1.4625 1.9903
H 0.0902 -2.4320 -0.3532
H -0.5047 -1.1076 -1.4472
H -0.7997 3.3008 -1.3611
H -1.2400 2.3929 0.0564
H -1.2984 1.6218 -1.6232
H 3.1510 -0.3540 -0.0807
H 2.6253 -0.1501 -1.8016
H 2.2000 -1.5109 -0.9112
H 1.6976 4.5549 -1.2633
H 0.9009 4.4164 -2.9888
H 2.5158 4.0739 -3.0206
H -2.9903 -2.5729 2.8756
H -3.2432 -3.8164 1.5826
H -1.9403 -4.0575 2.7152
H 2.5377 1.8555 -2.0345
H 1.1942 1.9809 -3.1444
H -0.7022 0.1768 0.5011
*
```

Its SMILES is CC[C@]1(C)S[C@@]1(C)[NH+]1CCN(C)CC1.

The following is a quantum chemistry calculation of C4H4OSn as an isolated structure, from the Open Molecules 2025 dataset.

Structure (ORCA input):
```
! wB97M-V def2-TZVPD RIJCOSX def2/J DEFGRID3
* xyz 1 2
H -1.1232 -0.2682 0.8846
C -1.2971 -0.8235 -1.3364
C -0.2127 -0.0880 -0.9723
C -0.1773 0.2854 0.4372
C 0.8635 0.4080 1.2092
O 1.8011 0.5745 1.9044
Sn 3.1140 1.7518 2.7348
H -1.4886 -1.7870 -0.8592
H -1.7165 -0.6761 -2.3334
H 0.2368 0.6231 -1.6690
*
```

The expectation value of S² is 0.75.

The following is a quantum chemistry calculation of a 2-piece molecular cluster, C5H13NO2 overall, from the Open Molecules 2025 dataset.

Structure (ORCA input):
```
! wB97M-V def2-TZVPD RIJCOSX def2/J DEFGRID3
* xyz 0 1
O -2.7427 -0.6507 1.3770
C -2.7181 -0.1589 0.2308
C -1.1503 -0.5452 -0.3351
C -0.1173 -0.4193 0.7866
C 2.3688 0.1213 1.1095
C 1.3175 -0.6819 0.3427
N -0.9588 0.2501 -1.4462
H -2.9462 0.9017 0.2375
H -3.3209 -0.6136 -0.5748
H -0.3288 -1.0590 1.6300
H -0.2279 0.6025 1.1401
H 2.0374 1.1569 1.1007
H 2.5540 -0.2690 2.1112
H 1.4799 -0.4065 -0.6967
H 3.2805 0.0459 0.5231
H 1.5258 -1.7550 0.3464
H -1.1951 -1.6123 -0.5609
H -1.5545 1.0463 -1.5766
H -0.0145 0.7832 -1.4367
H 1.4341 1.9206 -2.5323
O 1.2772 1.3430 -1.7763
*
```

Computed values of strongest force on any atom (unit: eV/A) for the preceding records, in sequence: 0.51, 0.79, 1.67, 5.41, 4.02, 4.61.
Computed values of molar mass (unit: g/mol) for the preceding records, in sequence: 1035.70, 1130.86, 98.10, 215.39, 186.79, 119.16.
Computed values of total energy (unit: Ha) for the preceding records, in sequence: -8698.67539, -4213.13207, -340.67142, -940.26331, -443.91158, -403.28261.